{
  "formula": "C6H4O2",
  "method": "ωB97M-V with the def2-TZVPD basis set",
  "symbols": ["C", "C", "C", "C", "C", "C", "H", "H", "H", "H", "O", "O"],
  "coordinates": [[0.17616, 0.30013, -0.13039], [-0.67028, -0.82867, 0.70334], [1.39171, -0.38387, -0.69217], [2.32036, -1.36264, -0.79208], [-0.89143, 0.93660, -0.85051], [-2.05531, 1.12726, -1.35012], [-0.37358, 1.04456, 1.45624], [-1.13755, -1.61845, 0.06598], [3.35006, -2.02982, -0.90448], [-2.78508, 1.19324, -2.22848], [0.83417, 1.18748, 0.69548], [-0.91930, -0.85278, 1.83981]],
  "forces_ev_per_a": [[2.1, -1.5, 0.9], [0.1, -1.4, -4.2], [5.6, -7.9, -1.6], [-3.7, 5.2, 0.4], [-6.4, 0.5, -4.0], [4.8, -1.1, 0.1], [4.8, 1.5, -1.1], [0.5, 0.3, -0.3], [-3.4, 2.3, 0.3], [1.2, 0.2, 2.2], [-5.7, 0.1, 4.4], [0.2, 1.6, 2.9]],
  "relative_energy_kcal_mol": 204.02
}